[1]
The following is a quantum chemistry calculation of a structure of composition C41H42BrGeLaN2OSb at a distorted geometry, from the OMol25 dataset.

```
! wB97M-V def2-TZVPD RIJCOSX def2/J DEFGRID3
* xyz 1 1
La 11.5532 14.6715 10.1476
Br 17.6053 13.8816 15.2300
C 16.5206 14.1530 13.7132
C 16.8506 14.9945 12.5704
C 15.8563 15.2455 11.6409
C 14.5101 14.7950 11.7664
O 13.7318 14.9007 10.7284
C 14.1353 14.2379 13.0553
C 12.7530 14.0020 13.4074
N 11.7134 14.3069 12.6147
C 10.3843 14.3885 13.1444
C 10.1846 14.4946 14.5277
C 8.9032 14.5339 15.0848
C 7.7977 14.4218 14.2389
C 7.9779 14.2682 12.8762
C 6.8232 14.2258 12.0320
C 6.9639 13.9152 10.6787
C 8.2434 13.7856 10.1614
N 9.3544 13.9714 10.9106
C 9.2875 14.1750 12.2667
C 15.1898 13.9146 13.9913
H 17.8782 15.3458 12.5089
H 16.0724 15.8057 10.7542
H 12.6161 13.4557 14.2935
H 11.0944 14.6533 15.0922
H 8.7515 14.6614 16.1267
H 6.7951 14.4055 14.6482
H 5.8763 14.5893 12.4450
H 6.0801 13.9185 10.0565
H 8.4173 13.4198 9.1921
H 14.9481 13.4681 14.9523
C 13.0406 19.0099 9.1474
Ge 11.5540 17.7865 9.0734
C 12.4807 16.4623 7.8722
C 10.0705 18.1875 7.8390
C 11.0847 17.1601 10.7822
H 13.6440 18.9652 8.2067
H 13.5766 18.6261 10.0198
H 12.7283 20.0356 9.3520
H 12.6714 17.0749 6.9946
H 11.8864 15.5536 7.5936
H 13.3788 16.2685 8.4432
H 10.1241 19.2117 7.4620
H 9.1052 17.9864 8.3130
H 10.0864 17.5838 6.9528
H 10.0201 17.0718 11.0110
H 11.5279 17.7666 11.5810
C 12.3742 7.3533 10.8981
C 10.9684 7.9190 10.7356
C 9.8632 7.0208 10.7733
C 8.5778 7.4153 10.9341
C 8.3013 8.8144 11.0070
C 9.3116 9.7376 10.9161
C 10.6620 9.3318 10.7352
Sb 12.0681 10.9602 10.1543
C 13.7407 10.7067 11.5932
C 13.2898 10.3566 12.8850
C 14.1600 9.9067 13.8541
C 15.5428 9.9446 13.5667
C 16.0461 10.4870 12.3632
C 15.1074 10.9306 11.3769
C 15.5903 11.5568 10.0605
C 12.7875 10.2476 8.2362
C 13.7110 9.1826 8.3236
C 13.9929 8.4401 7.1832
C 13.4617 8.7980 5.9433
C 12.6300 9.8780 5.8456
C 12.2581 10.6059 6.9911
C 11.1770 11.6397 6.8407
H 12.9904 8.0168 11.4893
H 12.9753 7.1876 9.9961
H 12.3740 6.3955 11.4273
H 10.1183 5.9608 10.7802
H 7.7593 6.6875 11.0505
H 7.2994 9.1053 11.2177
H 9.0966 10.8048 11.0374
H 12.2392 10.2851 13.0680
H 13.8365 9.6237 14.8735
H 16.2832 9.5896 14.2946
H 17.0990 10.6411 12.1600
H 16.6026 11.8482 10.0276
H 14.9824 12.4033 9.7294
H 15.5251 10.7580 9.2745
H 14.2132 8.9870 9.2723
H 14.6769 7.5975 7.2129
H 13.6903 8.2191 5.0602
H 12.3242 10.2692 4.8833
H 10.6505 11.6648 5.8587
H 11.6094 12.5642 7.1128
H 10.4513 11.4770 7.6637
*
```

Summary:
**Strongest force on any atom**: 3.16 eV Å⁻¹
**DFT total energy**: -182175.207 eV
**HOMO-LUMO gap**: 0.2255 Eh

=====

[2]
The following is a quantum chemistry calculation of a structure of composition C38H56AsNOS2Si3Ti at a distorted geometry, from the OMol25 dataset.

```
! wB97M-V def2-TZVPD RIJCOSX def2/J DEFGRID3
* xyz 2 1
Ti -0.0964 -0.3209 0.2405
C -1.8139 -5.0091 -0.3202
Si -0.5332 -3.6207 -0.2964
C 1.0747 -4.1369 0.5899
C -0.1615 -3.3130 -2.1413
C -1.1515 -2.0452 0.6407
Si -1.2696 -2.3151 2.5649
C 0.2289 -1.6637 3.5439
C -2.6947 -1.3917 3.4472
C -1.4666 -4.1315 3.0554
Si -2.8714 -1.4884 0.0661
C -3.0998 -1.2707 -1.7960
C -4.3712 -2.4387 0.7116
C -2.8466 0.2859 0.8599
C -3.9505 1.0441 1.2158
C -3.8044 2.1603 2.0288
C -2.5373 2.4939 2.4865
C -1.4634 1.7401 2.0493
N -1.6131 0.6820 1.2457
H -1.4239 -5.8301 -0.9205
H -2.7507 -4.6925 -0.7790
H -2.0439 -5.4060 0.6641
H 0.9176 -4.9828 1.2572
H 1.4760 -3.3189 1.1909
H 1.8285 -4.4454 -0.1345
H 0.9117 -3.3504 -2.3252
H -0.5306 -2.3664 -2.5330
H -0.6140 -4.1014 -2.7423
H 0.3911 -0.5933 3.4121
H 1.1486 -2.2046 3.3310
H 0.0022 -1.8226 4.5984
H -2.3633 -0.4313 3.8435
H -2.9921 -1.9982 4.3025
H -3.5897 -1.2176 2.8564
H -0.5764 -4.7256 2.8627
H -2.3050 -4.6098 2.5532
H -1.6644 -4.1770 4.1256
H -3.3000 -2.2340 -2.2648
H -2.2323 -0.8360 -2.2913
H -3.9679 -0.6374 -1.9846
H -4.8043 -3.0333 -0.0902
H -5.1556 -1.7796 1.0803
H -4.1107 -3.1204 1.5183
H -4.9282 0.7369 0.8725
H -4.6697 2.7371 2.3239
H -2.3789 3.3247 3.1573
H -0.4472 1.9685 2.3594
S 1.2783 -0.6246 -1.6792
C 1.9610 1.0158 -1.6492
C 3.3158 1.2334 -1.8710
C 3.8133 2.5293 -1.8791
C 2.9622 3.6096 -1.7083
C 1.5980 3.3963 -1.5673
C 1.0882 2.1054 -1.5328
As -0.7932 1.6113 -1.5561
C -1.0124 1.3987 -3.4941
C 0.0594 1.4192 -4.3778
C -0.1480 1.1536 -5.7229
C -1.4162 0.8497 -6.1925
C -2.4960 0.8646 -5.3222
C -2.2946 1.1407 -3.9811
C -1.6386 3.3514 -1.2298
C -1.2441 4.0737 -0.1043
C -1.8395 5.2867 0.1970
C -2.8355 5.7903 -0.6263
C -3.2228 5.0857 -1.7551
C -2.6334 3.8674 -2.0541
H 3.9664 0.3959 -2.0891
H 4.8697 2.6890 -2.0444
H 3.3516 4.6175 -1.7293
H 0.9259 4.2442 -1.5236
H 1.0581 1.6520 -4.0292
H 0.6894 1.1822 -6.4056
H -1.5629 0.6030 -7.2345
H -3.4902 0.6482 -5.6876
H -3.1407 1.1620 -3.3036
H -0.4336 3.7048 0.5165
H -1.5192 5.8444 1.0664
H -3.3022 6.7363 -0.3934
H -3.9800 5.4872 -2.4129
H -2.9290 3.3334 -2.9470
C 4.4429 -3.2237 2.1520
C 4.8963 -2.0440 1.2967
C 3.7338 -1.2854 0.6599
S 2.7449 -0.4659 1.9474
O 1.4422 -0.0016 1.2077
C 3.5782 1.1505 2.2200
C 4.9120 1.4364 1.5480
C 5.3379 2.8708 1.8666
H 5.3038 -3.7091 2.6046
H 3.9301 -3.9614 1.5389
H 3.7797 -2.9082 2.9577
H 5.5254 -2.4124 0.4848
H 5.5146 -1.3679 1.8892
H 3.0382 -1.9683 0.1689
H 4.0614 -0.5403 -0.0576
H 3.6889 1.2134 3.3038
H 2.8225 1.8745 1.9059
H 4.8290 1.3358 0.4673
H 5.6801 0.7495 1.9030
H 4.6114 3.5836 1.4756
H 6.3008 3.0809 1.4058
H 5.4353 3.0211 2.9411
*
```

Summary:
**Energy relative to the best compared isomer or geometry (same formula, charge and spin)**: 69.4 kJ/mol
**Strongest force on any atom**: 1.66 eV Å⁻¹
**DFT total energy**: -173100.348 eV
**HOMO-LUMO gap**: 0.2559 Eh

=====

[3]
The following is a quantum chemistry calculation of the molecule C4H6N2Se at a distorted geometry, from the OMol25 dataset.

```
! wB97M-V def2-TZVPD RIJCOSX def2/J DEFGRID3
* xyz 0 1
C -1.5433 2.2373 -0.2720
C -2.0652 1.0203 0.3173
C 0.5280 1.2435 -0.5221
C 2.0487 -1.1435 -0.3215
N -0.3411 2.0690 -0.7058
N -1.2676 0.0992 0.6406
Se 1.9287 0.6988 0.4111
H -2.1883 2.9198 -0.8145
H -3.1558 0.9679 0.6438
H 2.7259 -1.6541 0.4425
H 0.9162 -1.4433 -0.2508
H 2.4185 -1.0499 -1.2791
H -1.7823 -0.6920 1.0509
*
```

Summary:
**Energy relative to the best compared isomer or geometry (same formula, charge and spin)**: 259.0 kJ/mol
**Strongest force on any atom**: 4.28 eV Å⁻¹
**DFT total energy**: -72568.124 eV
**HOMO-LUMO gap**: 0.2934 Eh

=====

[4]
The following is a quantum chemistry calculation of the molecule C4H8N2, from the OMol25 dataset.

```
! wB97M-V def2-TZVPD RIJCOSX def2/J DEFGRID3
* xyz 0 1
C 0.1044 -1.6543 0.8610
C 0.0605 -0.3358 0.6637
N 0.1612 0.5898 1.6929
C -0.0188 0.2509 -0.6990
C 0.8971 -0.0206 -1.6262
N -1.1371 1.0345 -0.9513
H 0.1795 -2.0818 1.8469
H 0.0895 -2.3319 0.0302
H -0.0011 0.2358 2.6195
H -0.2149 1.5079 1.5256
H 0.8428 0.4014 -2.6141
H 1.7167 -0.6782 -1.4146
H -1.5922 1.4664 -0.1635
H -1.0876 1.6158 -1.7711
*
```

Summary:
**Energy relative to the best compared isomer or geometry (same formula, charge and spin)**: 87.8 kJ/mol
**SMILES**: C=C(N)C(=C)N
**Strongest force on any atom**: 0.31 eV Å⁻¹
**DFT total energy**: -7256.965 eV
**HOMO-LUMO gap**: 0.3353 Eh

=====

[5]
The following is a quantum chemistry calculation of a cluster of 2 separate species, C6H10N in total at a distorted geometry, from the OMol25 dataset.

```
! wB97M-V def2-TZVPD RIJCOSX def2/J DEFGRID3
* xyz 1 1
C -3.6485 0.3602 0.5995
C -4.1624 -0.6571 0.3687
C 0.3882 -0.9270 0.0244
C -0.9328 -1.2882 -0.6059
C 0.1414 1.4393 -0.2450
C 2.2376 0.2901 0.6832
N 0.8651 0.2695 0.1687
H 0.9567 -1.7778 0.2781
H -1.3963 -0.3567 -0.8345
H -1.5962 -1.9856 -0.0743
H -0.8403 -1.8438 -1.5305
H 0.7443 2.0140 -0.9190
H -0.7827 1.3648 -0.8092
H 0.1045 2.2351 0.4998
H 3.0245 0.1495 -0.2011
H 2.5679 1.1851 1.1531
H 2.3290 -0.4714 1.4442
*
```

Summary:
**Energy relative to the best compared isomer or geometry (same formula, charge and spin)**: 910.8 kJ/mol
**Strongest force on any atom**: 8.94 eV Å⁻¹
**DFT total energy**: -7856.909 eV
**HOMO-LUMO gap (alpha / beta)**: 0.2704 / 0.2703 Eh